1.
The following is a DFT calculation (ωB97M-V with the def2-TZVPD basis set) of C34H45As3Br2CrN2O3S as an isolated structure.

Calculated values
HOMO-LUMO gap (spin up / spin down) = 7.4 / 7.3 eV
spin multiplicity = 4
relative energy (zero: lowest compared OMol25 entry of this formula, charge and spin) = 0.016 eV
HOMO level (spin up / spin down) = -9.967 / -10.098 eV
net charge = +1

Each line ends with the Löwdin charge.
Geometry (Å):
Cr -0.580 -1.092 0.587  0.373
Br -1.698 -5.265 -1.982  0.809
C -0.761 -5.080 -0.363  -0.599
C -0.255 -6.229 0.281  -0.148
C 0.443 -6.132 1.449  -0.627
Br 1.095 -7.697 2.274  0.809
C 0.679 -4.862 2.037  -0.173
C 1.395 -4.634 3.233  -0.002
C 1.564 -3.361 3.699  -0.020
C 1.023 -2.290 2.970  -0.093
N 0.358 -2.464 1.852  0.029
C 0.165 -3.733 1.376  -0.143
C -0.578 -3.822 0.160  -0.413
O -1.016 -2.714 -0.392  -0.290
H -0.428 -7.198 -0.165  0.102
H 1.803 -5.477 3.773  0.089
H 2.103 -3.164 4.614  0.115
H 1.131 -1.273 3.327  0.106
C -2.638 1.704 -1.413  -0.257
As -1.968 -0.104 -1.250  1.159
C -3.644 -1.066 -1.321  -0.231
C -1.315 -0.570 -3.032  -0.303
C 0.093 -0.144 -3.503  -0.651
C 0.104 -0.354 -5.022  -0.055
C 1.173 -1.056 -2.901  -0.299
As 1.485 -0.995 -0.972  1.167
C 2.604 -2.575 -0.826  -0.252
C 2.826 0.390 -0.744  -0.270
C 0.314 1.332 -3.137  -0.399
As 1.786 2.511 -3.760  1.132
C 1.110 2.960 -5.541  -0.336
C 3.255 1.352 -4.345  -0.332
H -3.220 1.767 -2.333  0.045
H -1.841 2.442 -1.432  -0.005
H -3.282 1.891 -0.555  0.038
H -4.132 -0.857 -2.274  0.045
H -4.271 -0.739 -0.494  0.038
H -3.436 -2.131 -1.231  0.033
H -2.061 -0.157 -3.718  0.090
H -1.405 -1.660 -3.074  0.086
H -0.201 -1.374 -5.263  0.096
H 1.093 -0.194 -5.447  0.062
H -0.592 0.328 -5.512  0.091
H 2.139 -0.868 -3.372  0.069
H 0.911 -2.098 -3.106  0.093
H 3.407 -2.523 -1.561  0.042
H 2.002 -3.465 -1.007  0.033
H 3.031 -2.633 0.176  0.036
H 3.724 0.128 -1.304  0.029
H 3.075 0.461 0.315  0.028
H 2.457 1.361 -1.071  -0.004
H 0.339 1.422 -2.043  0.010
H -0.567 1.902 -3.455  0.066
H 0.141 3.449 -5.451  0.022
H 1.018 2.085 -6.180  0.014
H 1.805 3.664 -5.997  0.021
H 3.751 0.881 -3.500  -0.004
H 3.974 2.014 -4.827  0.025
H 2.949 0.595 -5.064  0.012
N 0.081 0.575 1.598  -0.390
S -0.665 1.989 1.623  1.072
C -1.130 2.347 3.305  -0.395
C -1.555 3.634 3.616  -0.072
C -1.973 3.904 4.907  -0.056
C -1.969 2.897 5.867  -0.061
C -1.554 1.618 5.536  -0.056
C -1.136 1.331 4.242  -0.073
C 0.597 3.210 1.364  -0.396
C 0.664 3.787 0.104  -0.087
C 1.702 4.665 -0.184  -0.067
C 2.653 4.948 0.783  -0.055
C 2.575 4.366 2.045  -0.054
C 1.544 3.492 2.343  -0.069
H 0.913 0.589 2.181  0.028
H -1.551 4.416 2.868  0.120
H -2.302 4.901 5.166  0.114
H -2.297 3.115 6.874  0.112
H -1.564 0.834 6.281  0.112
H -0.842 0.330 3.958  0.095
H -0.081 3.559 -0.646  0.088
H 1.764 5.114 -1.165  0.101
H 3.460 5.632 0.558  0.113
H 3.315 4.603 2.797  0.114
H 1.463 3.054 3.330  0.119
C -3.903 -2.097 3.040  -0.052
O -2.685 -2.140 2.282  -0.112
C -2.331 -0.980 1.664  -0.540
O -3.021 0.015 1.796  -0.037
H -4.009 -3.084 3.481  0.093
H -4.749 -1.879 2.391  0.092
H -3.852 -1.334 3.815  0.088

=====

2.
The following is a DFT calculation (ωB97M-V with the def2-TZVPD basis set) of C34H45AsNO11S3Tl as an isolated structure in a non-equilibrium geometry.

Calculated values
HOMO-LUMO gap (spin up / spin down) = 5.7 / 5.6 eV
HOMO level (spin up / spin down) = -2.613 / -2.622 eV
net charge = -2

Each line ends with the Löwdin charge.
Geometry (Å):
Tl 7.275 11.679 13.599  0.734
C 0.420 12.702 17.455  -0.074
C 1.770 13.418 17.351  -0.557
C 1.543 14.738 16.602  -0.048
C 2.262 13.717 18.776  -0.048
C 2.832 12.584 16.643  -0.163
C 4.049 13.140 16.333  0.034
C 5.087 12.381 15.761  -0.185
N 6.305 12.831 15.471  0.114
C 6.962 13.887 15.923  -0.156
C 6.600 14.669 17.043  0.034
C 7.275 15.807 17.392  -0.160
C 8.416 16.163 16.631  0.036
C 8.904 15.403 15.605  -0.066
C 8.197 14.204 15.201  -0.263
O 8.621 13.472 14.286  -0.053
C 10.200 15.727 14.879  -0.535
C 9.915 15.899 13.381  -0.028
C 11.184 14.567 15.093  -0.033
C 10.865 17.011 15.395  -0.079
C 6.781 16.640 18.574  -0.556
C 5.334 17.080 18.306  -0.048
C 7.623 17.899 18.816  -0.076
C 6.821 15.799 19.858  -0.052
C 4.849 10.980 15.382  -0.323
O 5.812 10.278 14.983  -0.072
C 3.514 10.480 15.568  -0.081
C 2.609 11.249 16.256  0.017
C 3.030 9.160 14.978  -0.534
C 1.818 9.461 14.081  -0.047
C 2.622 8.211 16.115  -0.049
C 4.064 8.441 14.112  -0.048
H -0.307 13.353 17.954  0.078
H 0.502 11.780 18.040  0.081
H 0.031 12.460 16.461  0.088
H 0.716 15.296 17.051  0.077
H 1.301 14.538 15.554  0.097
H 2.435 15.371 16.627  0.073
H 1.544 14.351 19.306  0.079
H 3.229 14.230 18.756  0.065
H 2.389 12.784 19.338  0.089
H 4.212 14.208 16.442  0.109
H 5.775 14.315 17.656  0.101
H 8.944 17.066 16.909  0.085
H 9.454 14.996 12.968  0.079
H 10.841 16.104 12.834  0.081
H 9.223 16.735 13.219  0.095
H 10.775 13.640 14.681  0.087
H 11.372 14.418 16.162  0.090
H 12.137 14.781 14.601  0.080
H 10.212 17.881 15.249  0.082
H 11.792 17.192 14.842  0.078
H 11.121 16.928 16.457  0.079
H 5.270 17.614 17.352  0.095
H 4.972 17.745 19.101  0.080
H 4.665 16.218 18.258  0.059
H 7.596 18.565 17.950  0.086
H 8.663 17.639 19.036  0.084
H 7.226 18.451 19.677  0.079
H 6.202 14.901 19.763  0.077
H 6.451 16.382 20.709  0.078
H 7.846 15.482 20.071  0.089
H 1.630 10.823 16.448  0.090
H 0.976 9.866 14.652  0.069
H 1.478 8.548 13.580  0.080
H 2.107 10.192 13.320  0.094
H 1.828 8.640 16.733  0.069
H 3.487 8.005 16.754  0.088
H 2.262 7.261 15.701  0.080
H 4.438 9.094 13.318  0.092
H 3.604 7.557 13.649  0.091
H 4.916 8.116 14.712  0.066
O 9.769 8.159 11.796  -0.264
As 8.107 8.571 12.232  0.852
O 7.228 7.816 11.097  -0.476
O 7.987 10.220 12.281  -0.470
C 7.808 7.744 13.979  -0.224
C 7.052 6.579 14.037  -0.096
C 6.742 6.009 15.260  -0.102
C 7.165 6.614 16.435  -0.087
C 7.940 7.761 16.372  -0.060
C 8.260 8.316 15.146  -0.265
S 9.398 9.704 15.150  0.511
O 10.104 9.582 16.414  -0.323
O 10.277 9.531 14.007  -0.328
O 8.606 10.951 15.139  -0.353
H 10.270 8.708 12.444  -0.004
H 6.726 6.140 13.097  0.104
H 6.161 5.090 15.299  0.097
H 6.895 6.186 17.396  0.096
H 8.333 8.246 17.263  0.112
O 6.233 14.600 13.259  -0.395
S 6.321 13.800 12.045  0.090
O 5.810 14.482 10.876  -0.399
O 7.658 13.207 11.831  -0.430
S 5.143 12.142 12.443  0.458

=====

3.
The following is a DFT calculation (ωB97M-V with the def2-TZVPD basis set) of C34H45N2OPPtS as an isolated structure.

Calculated values
HOMO-LUMO gap (spin up / spin down) = 5.8 / 7.0 eV
spin multiplicity = 5
relative energy (zero: lowest compared OMol25 entry of this formula, charge and spin) = 0.290 eV
HOMO level (spin up / spin down) = -5.244 / -7.732 eV

Each line ends with the Löwdin charge.
Geometry (Å):
Pt 0.264 -0.114 0.423  0.838
O 1.349 3.233 1.200  -0.105
C 0.169 4.008 1.338  -0.266
C -0.519 4.307 0.013  -0.162
C -0.987 3.084 -0.799  -0.142
C -2.104 2.336 -0.125  -0.284
C -3.428 2.561 -0.494  -0.022
C -4.448 1.918 0.184  -0.065
C -4.115 1.071 1.229  -0.062
C -2.776 0.883 1.523  -0.138
N -1.784 1.480 0.854  0.068
H 1.105 2.320 0.993  -0.005
H 0.483 4.952 1.783  0.118
H -0.537 3.532 2.028  0.101
H 0.167 4.887 -0.610  0.114
H -1.393 4.935 0.223  0.118
H -0.154 2.402 -0.983  0.083
H -1.338 3.441 -1.767  0.112
H -3.651 3.246 -1.303  0.113
H -5.483 2.077 -0.096  0.106
H -4.873 0.552 1.802  0.105
H -2.478 0.215 2.320  0.097
N -1.721 -1.713 -0.008  -0.371
S -1.953 -3.176 0.537  1.027
C -0.758 -4.173 -0.399  -0.365
C -0.483 -3.752 -1.689  -0.097
C 0.412 -4.474 -2.466  -0.074
C 1.026 -5.608 -1.950  -0.085
C 0.744 -6.023 -0.655  -0.077
C -0.154 -5.308 0.127  -0.076
C -1.137 -3.303 2.108  -0.374
C 0.189 -2.610 2.275  -0.324
C 0.904 -3.119 3.495  -0.032
C 0.348 -3.978 4.386  -0.097
C -0.960 -4.488 4.197  -0.073
C -1.676 -4.144 3.035  -0.126
H -2.616 -1.280 -0.224  -0.010
H -0.938 -2.840 -2.054  0.090
H 0.641 -4.144 -3.471  0.107
H 1.727 -6.170 -2.557  0.103
H 1.233 -6.899 -0.246  0.105
H -0.366 -5.627 1.141  0.108
H 0.783 -2.852 1.385  0.104
H 1.893 -2.712 3.676  0.110
H 0.905 -4.270 5.269  0.106
H -1.391 -5.166 4.922  0.100
H -2.650 -4.588 2.848  0.108
C 0.640 -0.391 -1.657  -0.314
H 1.352 0.354 -2.026  -0.038
H -0.303 -0.308 -2.202  -0.025
H 1.062 -1.382 -1.840  -0.040
C 0.140 -1.068 2.281  -0.220
C -0.228 -0.342 3.454  -0.291
C 0.118 1.031 3.563  -0.079
C -0.253 1.792 4.652  -0.084
C -0.997 1.230 5.689  -0.099
C -1.356 -0.111 5.608  -0.090
C -0.981 -0.887 4.526  -0.035
H 0.697 1.475 2.762  0.059
H 0.036 2.837 4.703  0.103
H -1.289 1.827 6.543  0.094
H -1.945 -0.558 6.402  0.100
H -1.305 -1.917 4.478  0.088
C 3.934 2.064 -0.680  -0.147
C 4.128 0.561 -0.462  -0.399
P 2.858 -0.147 0.674  0.902
C 3.382 0.443 2.336  -0.391
C 4.809 0.166 2.805  -0.137
C 3.305 -1.946 0.679  -0.380
C 4.735 -2.351 0.308  -0.145
H 4.784 2.487 -1.218  0.069
H 3.829 2.600 0.266  0.056
H 3.030 2.259 -1.259  0.061
H 5.124 0.348 -0.070  0.064
H 4.024 0.025 -1.408  0.077
H 2.661 -0.006 3.027  0.059
H 3.179 1.518 2.345  0.067
H 5.004 -0.904 2.899  0.059
H 4.968 0.614 3.789  0.072
H 5.552 0.592 2.127  0.064
H 2.607 -2.432 -0.011  0.061
H 3.062 -2.311 1.681  0.060
H 4.969 -2.081 -0.723  0.064
H 4.843 -3.434 0.398  0.072
H 5.480 -1.888 0.956  0.055

=====

Here are the calculated electronic energy numbers, same order: -406964.3834; -158041.6329; -64380.7528 (eV).